Computed, not measured: a cluster of 2 separate species, C6H15N2O in total, with ωB97M-V/def2-TZVPD.

Each line ends with the natural charge from an NBO analysis.
CARTESIAN COORDINATES (ANGSTROEM)
C (2.27537, 0.19607, -0.85241)  -0.2012
C (1.91974, 0.49286, 0.59179)  -0.2198
C (-0.20792, -2.08767, -1.30352)  -0.6558
C (-2.15407, 0.07824, 0.60016)  -0.4839
C (0.50511, -1.61619, -0.07785)  -0.1913
C (-0.03045, 0.87284, -0.69499)  0.2514
N (-1.24947, 0.87046, -0.29843)  -0.5194
N (0.93433, -0.11551, -0.26163)  -0.3068
O (-0.70203, 2.82656, 1.59616)  -0.9989
H (2.12321, 0.82737, -1.70627)  0.2558
H (2.85334, -0.59850, -1.23331)  0.2313
H (2.50105, -0.11979, 1.21222)  0.2475
H (1.84900, 1.52846, 0.89440)  0.2762
H (-1.00738, -2.65359, -0.86277)  0.2390
H (-0.59085, -1.39581, -1.94867)  0.2346
H (0.46861, -2.73457, -1.83852)  0.2413
H (-1.96674, 0.35088, 1.68797)  0.2459
H (-3.22583, 0.09890, 0.50261)  0.2530
H (-2.04389, -1.04533, 0.28870)  0.2142
H (1.37119, -2.21668, 0.13644)  0.2303
H (-0.07433, -1.62275, 0.94514)  0.2268
H (-0.90540, 3.55970, 0.94500)  0.5060
H (-1.77478, 1.55008, -0.84572)  0.4256
H (-0.86777, 2.95396, 2.52348)  0.4984

Orbital gap (Ha): 0.369
Energy above the lowest of the compared OMol25 structures with the same formula, charge and spin (kcal/mol): 105.2
Total charge: +1
Multiplicity: 1
E_HOMO (eV): -12.70


Computed, not measured: a structure of composition C6H15N2O, with ωB97M-V/def2-TZVPD.

Each line ends with the natural charge from an NBO analysis.
CARTESIAN COORDINATES (ANGSTROEM)
C (1.31179, 1.69868, 0.87672)  -0.4142
C (1.89907, -1.95983, -0.01657)  -0.6634
C (1.32708, -0.03931, -1.59779)  -0.6561
C (-3.57878, 0.63705, 0.20069)  -0.4089
C (-1.25568, -0.27873, -0.27897)  0.5535
C (1.42843, -0.51736, -0.16966)  0.5187
N (1.70422, 0.31043, 0.81635)  -0.5504
N (-2.46391, -0.30018, 0.31430)  -0.5393
O (-0.29905, -0.95820, 0.09612)  -0.5713
H (0.21174, 1.61628, 1.02134)  0.1795
H (1.64378, 2.12628, 1.79016)  0.2366
H (2.05872, -2.30869, 1.08506)  0.2385
H (1.13417, -2.59667, -0.43400)  0.2484
H (2.96163, -2.18801, -0.47823)  0.2622
H (2.03085, 0.68001, -1.82639)  0.2488
H (1.28035, -0.93541, -2.22293)  0.2519
H (0.42127, 0.43172, -1.64763)  0.2089
H (-3.23465, 1.60435, -0.07576)  0.2195
H (-4.36496, 0.31721, -0.38676)  0.2231
H (-3.89169, 0.80291, 1.22656)  0.2293
H (-1.04421, 0.69785, -0.86912)  0.1447
H (-2.55512, -1.11955, 0.85823)  0.4118
H (1.77040, 0.03562, 1.75511)  0.4073
H (1.50455, 2.24355, -0.03682)  0.2210

Orbital gap (Ha): 0.410
Energy above the lowest of the compared OMol25 structures with the same formula, charge and spin (kcal/mol): 26.0
Total charge: +1
Multiplicity: 1
E_HOMO (eV): -13.98


Q: Among the records above, which one has the highest E_HOMO?
A: number 1


Q: Look up the energy above the lowest of the compared OMol25 structures with the same formula, charge and spin of the second one.
A: 26.0 kcal/mol


Q: Among the records above, which one has the lowest energy above the lowest of the compared OMol25 structures with the same formula, charge and spin?
A: number 2